Here is a 5-piece molecular cluster, CH12O4 overall at a distorted geometry from the Open Molecules 2025 dataset. Energies are from ωB97M-V/def2-TZVPD.

Last column: Mulliken charge in e.
Element x y z (Å)
C: 2.735 -0.973 1.167  -0.7956
H: 3.196 -0.800 2.183  0.2338
H: 3.170 -1.726 0.556  0.2929
H: 1.588 -1.091 1.154  0.1116
H: 2.817 -0.087 0.390  0.1690
O: -2.872 -0.898 -0.487  -0.6930
H: -3.496 -1.586 -0.646  0.2888
H: -2.618 -0.400 -1.322  0.3428
O: 0.386 2.170 -0.529  -0.7439
H: -0.246 1.702 0.123  0.4213
H: 1.132 2.528 0.054  0.3007
O: -0.968 0.205 -2.046  -0.6341
H: -0.472 0.979 -1.643  0.3805
H: -0.296 -0.360 -2.419  0.2970
O: -1.310 0.532 1.258  -0.7085
H: -1.861 0.009 0.565  0.4398
H: -0.885 -0.203 1.641  0.2971

As for the LUMO energy: 0.62 eV. The calculation puts the gap between HOMO and LUMO at 11.9 eV. For the HOMO energy, the calculation gives -11.25 eV. As for the SMILES: C.O.O.O.O. The molar mass comes out at 88.1 g/mol. As for the calculated total energy: -9421.4372 eV.


Here is the molecule C19H22ClFN2O4S from the Open Molecules 2025 dataset. Energies are from ωB97M-V/def2-TZVPD.

Last column: Mulliken charge in e.
Element x y z (Å)
C: 1.759 -3.593 0.756  -1.1575
C: 2.857 -3.298 -0.254  -0.2677
O: 2.758 -1.940 -0.632  -0.0478
C: 3.592 -1.554 -1.696  -0.6764
C: 5.080 -1.466 -1.334  -0.7879
C: 5.309 -0.525 -0.150  -0.5798
N: 4.948 0.833 -0.482  -0.2007
S: 4.144 1.712 0.692  1.3476
O: 4.257 3.086 0.298  -0.7482
O: 4.586 1.334 2.007  -0.6800
C: 2.482 1.126 0.446  0.0334
C: 1.884 0.325 1.396  -0.5516
C: 0.623 -0.183 1.155  -0.5671
C: -0.031 0.104 -0.044  0.8149
N: -1.292 -0.461 -0.237  0.1349
C: -2.138 -0.325 -1.296  0.8074
O: -1.919 0.322 -2.289  -0.6369
C: -3.447 -1.098 -1.083  -1.6410
C: -4.247 -0.467 0.017  0.2517
C: -4.172 -0.930 1.326  0.7529
F: -3.346 -1.976 1.589  -0.3728
C: -4.885 -0.381 2.373  -0.8708
C: -5.716 0.695 2.111  -0.2732
C: -5.815 1.199 0.828  -0.7289
C: -5.088 0.626 -0.205  0.5252
Cl: -5.224 1.286 -1.791  -0.1832
C: 0.579 0.928 -0.988  -0.6084
C: 1.839 1.436 -0.736  -1.0923
H: 1.804 -4.634 1.062  0.4546
H: 0.788 -3.390 0.314  0.1903
H: 1.884 -2.956 1.627  0.2518
H: 2.742 -3.940 -1.142  0.3131
H: 3.839 -3.509 0.194  0.2562
H: 3.235 -0.562 -1.982  0.2693
H: 3.463 -2.243 -2.546  0.4055
H: 5.623 -1.102 -2.207  0.4423
H: 5.466 -2.454 -1.080  0.3230
H: 6.349 -0.596 0.192  0.3443
H: 4.658 -0.817 0.676  0.3150
H: 5.657 1.374 -0.949  0.3022
H: 2.416 0.115 2.310  0.5206
H: 0.141 -0.812 1.889  0.4638
H: -1.594 -1.059 0.521  0.0721
H: -4.006 -1.064 -2.018  0.4582
H: -3.217 -2.136 -0.835  0.4376
H: -4.783 -0.795 3.363  0.4401
H: -6.284 1.142 2.911  0.3709
H: -6.456 2.040 0.618  0.4323
H: 0.067 1.154 -1.909  0.5367
H: 2.336 2.078 -1.446  0.4042

As for the LUMO energy: 0.53 eV. The calculation puts the gap between HOMO and LUMO at 9.3 eV. For the HOMO energy, the calculation gives -8.78 eV. As for the SMILES: CCOCCCNS(=O)(=O)c1ccc(NC(=O)Cc2c(F)cccc2Cl)cc1. The molar mass comes out at 428.9 g/mol. As for the calculated total energy: -57305.7120 eV.